(1)
{"formula": "C19H35NO7", "method": "ωB97M-V/def2-TZVPD", "e_homo_ev": -8.975, "e_above_lowest_kj_mol": 85.8, "gap_ha": 0.342, "smiles": "CCCOc1ccc2c(c1)C(=O)NC2=O.CCO.CCO.CCO.CCO", "largest_force_ev_per_a": 2.36, "lumo_ha": 0.012, "symbols": ["C", "N", "H", "H", "H", "H", "H", "H", "C", "H", "H", "C", "C", "C", "C", "H", "H", "H", "C", "H", "H", "C", "O", "H", "C", "C", "H", "H", "H", "H", "C", "H", "O", "C", "C", "H", "H", "C", "H", "O", "H", "C", "H", "H", "H", "C", "H", "O", "O", "O", "H", "H", "O", "H", "C", "C", "H", "H", "H", "C", "H", "H"], "xyz": [[6.85, -0.71, -3.14], [-4.61, -1.31, -0.66], [1.98, -1.76, 0.58], [6.55, -1.70, -2.78], [-2.59, 3.16, 5.25], [-2.35, -5.63, 1.62], [0.74, -1.59, -3.00], [5.91, 1.15, -3.71], [-2.70, -0.48, -1.70], [0.73, 4.18, 1.90], [-0.90, -3.67, 1.01], [-3.97, -1.25, -1.95], [2.18, -1.07, -1.44], [-0.54, 0.38, -1.90], [-2.79, 0.19, -0.50], [-1.73, 4.64, 1.77], [-3.78, 3.33, 3.97], [-1.48, -0.87, -3.38], [-3.33, 2.61, 4.65], [1.05, 5.52, 0.79], [1.19, -5.57, 1.05], [-1.28, -5.63, 1.82], [0.86, -4.67, 1.17], [3.01, -1.71, -1.75], [-0.63, 1.04, -0.71], [-1.79, 0.95, 0.00], [-1.12, -5.34, 2.86], [0.42, -1.38, -0.15], [-0.23, 4.36, -0.75], [-4.10, 2.23, 5.32], [5.62, 0.16, -3.35], [-3.39, 0.96, 3.27], [-4.82, 0.43, 0.89], [-2.66, 1.49, 3.88], [-1.00, 5.40, 1.49], [-2.20, 0.77, 4.57], [5.45, 0.71, -1.49], [1.40, -1.80, -0.34], [-1.92, 1.45, 0.95], [-1.66, 1.99, 3.00], [7.41, -0.83, -4.07], [-1.56, -0.37, -2.42], [-1.00, 2.45, 3.53], [0.22, 1.60, -0.37], [2.62, -0.14, -1.10], [-4.15, -0.13, 0.06], [-0.85, 6.08, 2.33], [0.64, 0.48, -2.61], [-4.38, -1.71, -2.99], [0.12, 3.86, -0.01], [-0.90, -6.65, 1.72], [4.95, -0.29, -4.08], [4.88, 0.30, -2.14], [-0.69, -4.99, -0.15], [0.31, 4.76, 1.07], [1.37, -0.75, -2.69], [1.27, -2.86, -0.55], [7.51, -0.27, -2.39], [2.08, -0.59, -3.50], [-0.54, -4.69, 0.89], [-1.43, 5.97, 0.65], [-4.25, -2.17, -0.25]]}

=====

(2)
{"formula": "C19H36AlBrCl5F7I2N5O7P", "method": "ωB97M-V/def2-TZVPD", "e_homo_ev": -7.393, "gap_ha": 0.040, "largest_force_ev_per_a": 13.24, "lumo_ha": -0.232, "symbols": ["H", "H", "H", "O", "H", "N", "H", "Cl", "H", "N", "F", "C", "C", "Cl", "C", "N", "Br", "H", "H", "C", "C", "H", "H", "H", "H", "F", "C", "H", "C", "O", "H", "C", "C", "Cl", "H", "H", "H", "O", "H", "H", "F", "H", "H", "F", "F", "C", "H", "H", "O", "H", "H", "H", "Cl", "Al", "H", "H", "H", "C", "O", "H", "N", "F", "C", "C", "P", "Cl", "H", "O", "C", "O", "F", "H", "I", "C", "C", "H", "H", "C", "C", "N", "I", "C", "H", "H"], "xyz": [[2.23, 8.75, 0.38], [2.07, 6.99, 0.41], [3.65, 7.71, 0.05], [1.49, 6.96, -2.02], [0.55, -9.06, 1.69], [-3.11, -0.70, -3.19], [0.02, -8.63, 3.31], [3.91, 0.61, 7.28], [4.67, 3.96, 0.59], [-0.36, 3.13, 2.72], [-3.04, -4.69, 0.11], [-5.93, -3.06, -3.42], [2.23, 7.82, -1.55], [4.94, -1.13, 5.20], [-3.69, -3.04, -2.58], [1.83, 2.86, 2.00], [3.93, 0.30, -0.55], [-5.64, -4.03, -3.85], [-0.63, 5.57, -1.75], [-0.93, -5.32, 2.17], [2.57, 7.82, -0.08], [0.78, 4.35, -1.33], [-7.82, -1.74, -6.35], [-0.14, 5.27, 0.08], [6.71, -1.34, 3.55], [-3.53, -4.48, 2.01], [4.02, 3.00, 0.58], [1.30, 2.39, -0.07], [5.02, 1.75, 0.27], [0.18, -4.83, 2.81], [3.31, 3.11, -0.31], [-1.42, 2.64, 0.19], [-2.91, -2.11, -3.53], [3.80, 1.45, 4.51], [5.49, 1.41, 1.27], [-3.23, -2.98, -1.59], [2.50, 9.88, -2.06], [7.19, -1.69, 2.79], [-4.12, -0.54, -3.14], [3.75, 3.59, 2.72], [0.62, 8.49, -3.39], [-2.46, -1.86, -5.63], [3.67, 1.77, 2.46], [-3.83, -6.74, -0.02], [-5.18, -5.01, -0.27], [3.32, 2.78, 2.01], [2.05, -5.69, 3.08], [-2.80, -0.54, -2.24], [-1.92, -4.67, 1.93], [2.49, 8.76, -3.44], [0.75, -6.28, 4.15], [-4.19, -1.88, -5.29], [0.00, 5.98, 1.40], [-4.27, 4.01, -0.03], [8.06, -1.28, 2.85], [1.75, -8.59, 2.90], [-3.26, -3.39, -5.25], [0.75, -8.39, 2.53], [-6.92, -2.06, -6.28], [-6.93, -3.15, -2.99], [0.97, 3.12, 3.02], [-5.58, -5.25, 1.63], [-1.37, 3.58, -0.92], [0.60, -6.95, 2.08], [-4.18, -5.47, 0.89], [6.35, 1.31, 5.89], [3.92, 8.83, -2.38], [-0.76, -6.63, 1.84], [-3.23, -2.32, -5.00], [-5.05, -2.66, -2.38], [-3.91, -6.66, 1.93], [-5.97, -2.29, -4.20], [-2.90, 1.06, 0.32], [4.75, 0.56, 5.72], [-0.26, 4.76, -1.01], [-1.84, -2.34, -3.40], [-3.63, -4.09, -2.89], [2.83, 8.90, -2.41], [-0.31, 2.81, 1.30], [1.06, 2.63, 0.90], [-2.80, 3.47, -2.57], [0.99, -5.95, 3.13], [1.16, -6.78, 1.15], [5.86, 2.10, -0.45]]}